Record 1
ORCA calculation (the ωB97M-V functional and the def2-TZVPD basis) on one molecule with the formula C27H31N3O3 at a distorted geometry.

Structure (XYZ):
```
64
Properties=species:S:1:pos:R:3:lowdin_charge:R:1
C 4.76573 3.13626 0.22928 -0.11
H 3.86573 3.57949 0.67580 0.09
O 4.94307 1.80886 0.64384 -0.19
C 5.06557 1.67550 2.03677 -0.22
C 5.20547 0.19094 2.39500 -0.19
O 4.17627 -0.64059 1.94627 -0.11
C 2.89494 -0.49474 2.54951 -0.34
C 2.29648 -1.90115 2.65500 -0.11
C 0.84160 -1.84100 3.13496 -0.19
N -0.01543 -1.01789 2.30834 -0.16
C 0.52385 0.32430 2.21671 -0.16
C 1.96855 0.38431 1.70419 -0.10
H 2.01789 0.02730 0.67719 0.10
H 2.30153 1.42141 1.70587 0.11
H -0.12307 0.91258 1.56257 0.12
H 0.47611 0.75940 3.22184 0.13
C -0.33914 -1.60745 1.01176 -0.14
C -1.54262 -0.94193 0.42789 -0.13
C -2.84617 -1.10673 0.84355 -0.01
N -3.62274 -0.32271 0.06927 -0.16
N -2.91282 0.33881 -0.83088 0.16
C -1.64105 -0.01074 -0.63790 -0.17
C -0.61009 0.57172 -1.45629 -0.18
C -0.73081 1.45591 -2.49029 0.06
C 0.59240 1.74571 -2.92650 -0.15
C 1.15642 2.55617 -3.91096 -0.03
C 2.52927 2.58661 -4.02143 -0.10
C 3.34671 1.83667 -3.17310 -0.10
C 2.81718 1.02446 -2.18890 0.00
C 1.43633 0.98769 -2.08691 -0.20
O 0.69699 0.27209 -1.20795 0.07
H 3.44695 0.45920 -1.52038 0.12
H 4.41880 1.89204 -3.29045 0.10
H 2.98965 3.20638 -4.77725 0.10
H 0.52778 3.14257 -4.56374 0.11
H -1.65157 1.84091 -2.87525 0.12
C -5.05364 -0.20986 0.09039 -0.08
C -5.73783 -1.18642 -0.84213 -0.20
C -5.20431 -2.44370 -1.08866 -0.03
C -5.85643 -3.32859 -1.92962 -0.08
C -7.05173 -2.96930 -2.52720 -0.09
C -7.59065 -1.71751 -2.28372 -0.08
C -6.93532 -0.83061 -1.44857 -0.05
H -7.35639 0.14748 -1.26522 0.11
H -8.52124 -1.42861 -2.74935 0.10
H -7.56011 -3.66076 -3.18239 0.10
H -5.42856 -4.30233 -2.11701 0.10
H -4.27025 -2.73368 -0.62980 0.10
H -5.30917 0.81143 -0.20354 0.13
H -5.39921 -0.38043 1.11643 0.14
H -3.25039 -1.70681 1.63374 0.14
H 0.48963 -1.55756 0.29475 0.12
H -0.57690 -2.66112 1.18953 0.13
H 0.42232 -2.84931 3.18018 0.12
H 0.81401 -1.41856 4.14587 0.12
H 2.35050 -2.36363 1.66880 0.12
H 2.89322 -2.50378 3.34118 0.12
H 3.00496 -0.06645 3.55963 0.16
H 5.32180 0.11698 3.48916 0.13
H 6.10322 -0.20081 1.91049 0.13
H 5.96204 2.20690 2.39922 0.13
H 4.19166 2.11448 2.54378 0.12
H 5.63046 3.75697 0.49902 0.09
H 4.65254 3.11321 -0.85238 0.07
```

Results
Energy above the lowest of the compared OMol25 structures with the same formula, charge and spin, kcal per mole: 94.62
LUMO, eV: 0.8
HOMO, eV: -7.69

=====

Record 2
ORCA calculation (the ωB97M-V functional and the def2-TZVPD basis) on one molecule with the formula C27H31N7O2.

Structure (XYZ):
```
67
Properties=species:S:1:pos:R:3:lowdin_charge:R:1
C 2.12251 5.06953 -4.36739 0.05
C 1.62615 3.88107 -4.05792 -0.09
C 1.59202 3.41042 -2.64791 -0.49
O 1.99640 4.08210 -1.71702 0.05
N 1.06863 2.16096 -2.52577 0.14
C 0.91140 1.37681 -1.38475 -0.17
C 1.09106 1.84403 -0.09107 0.07
C 0.91273 1.00300 0.99642 -0.16
C 0.59404 -0.35298 0.79242 -0.22
C 0.36728 -0.79714 -0.50280 0.04
C 0.53052 0.04724 -1.58933 -0.21
N 0.33068 -0.37432 -2.94739 -0.18
C -1.03752 -0.78842 -3.19915 -0.08
H -1.17872 -0.90736 -4.27462 0.09
H -1.70822 -0.00899 -2.84050 0.09
H -1.30549 -1.73551 -2.70993 0.08
C 1.29567 -1.36994 -3.39140 -0.17
H 1.09553 -1.56407 -4.45057 0.12
C 2.73352 -0.86131 -3.25501 -0.18
N 3.15653 -0.76492 -1.87092 -0.28
C 3.57265 -2.03530 -1.32290 -0.10
H 4.49855 -2.41528 -1.78687 0.09
H 3.73999 -1.91935 -0.25316 0.09
H 2.78866 -2.77557 -1.46819 0.07
C 4.16106 0.25223 -1.65530 -0.09
H 5.10301 0.04529 -2.18872 0.09
H 3.77809 1.21839 -1.97812 0.08
H 4.37228 0.31114 -0.58891 0.09
H 3.39596 -1.52528 -3.83933 0.12
H 2.78474 0.13492 -3.69902 0.12
H 1.18227 -2.32296 -2.85128 0.11
H 0.09212 -1.82446 -0.68067 0.12
O 0.57738 -1.15514 1.89200 -0.09
C 0.09030 -2.46466 1.76046 -0.07
H 0.08696 -2.87953 2.76756 0.10
H 0.74060 -3.07586 1.12338 0.09
H -0.93087 -2.47507 1.36564 0.09
N 1.07558 1.50881 2.28874 0.14
C 0.21871 1.29719 3.31902 -0.37
N -0.89596 0.61589 3.07999 0.19
C -1.70789 0.37326 4.10310 -0.21
C -1.40722 0.85998 5.38267 -0.01
C -0.24777 1.60402 5.50370 -0.14
N 0.57481 1.82997 4.49425 0.12
H 0.04619 2.04250 6.45017 0.11
H -2.05298 0.68541 6.22624 0.09
C -2.89220 -0.41244 3.81897 -0.11
C -3.76989 -0.95926 4.72242 -0.03
N -4.73228 -1.67053 4.07242 0.09
C -4.50778 -1.60413 2.72395 -0.21
C -5.21100 -2.16716 1.66712 -0.03
C -4.74311 -1.92528 0.39288 -0.10
C -3.61161 -1.13468 0.17489 -0.09
C -2.91278 -0.57016 1.21974 -0.02
C -3.35375 -0.81411 2.51896 -0.11
H -2.04481 0.04718 1.05601 0.09
H -3.28414 -0.96141 -0.84013 0.09
H -5.26339 -2.34867 -0.45397 0.10
H -6.09141 -2.76934 1.83896 0.11
H -5.48688 -2.16828 4.51410 0.16
H -3.77084 -0.90350 5.79427 0.12
H 1.76632 2.22949 2.43679 0.15
H 1.36883 2.87350 0.06557 0.11
H 0.80925 1.63708 -3.35680 0.13
H 1.22995 3.21419 -4.81175 0.10
H 2.16257 5.44072 -5.37719 0.06
H 2.50698 5.70606 -3.58706 0.07
```

Results
Energy above the lowest of the compared OMol25 structures with the same formula, charge and spin, kcal per mole: 3.81
LUMO, eV: 0.7
HOMO, eV: -7.28

=====

Record 3
ORCA calculation (the ωB97M-V functional and the def2-TZVPD basis) on C27H31N7ReSeSi2 as an isolated structure at a distorted geometry.

Structure (XYZ):
```
69
Properties=species:S:1:pos:R:3:lowdin_charge:R:1
Re 0.30036 1.30737 -1.35332 1.12
C -0.70330 4.62824 -0.52474 -0.20
Si -0.23966 3.07640 0.36043 0.46
C -1.55003 2.59573 1.56989 -0.20
C 1.36962 3.24092 1.24737 -0.32
C 1.39617 4.05835 2.38918 -0.08
C 2.56276 4.24928 3.11149 -0.05
C 3.73779 3.62606 2.70864 -0.05
C 3.73862 2.82404 1.58023 -0.08
C 2.56784 2.61324 0.83560 -0.32
Si 2.69659 1.58959 -0.68446 0.44
C 3.53408 -0.02068 -0.37214 -0.20
C 3.56076 2.53708 -2.01800 -0.22
H -0.85629 5.39337 0.24564 0.05
H -1.63209 4.53565 -1.09282 0.04
H 0.08312 4.98782 -1.19175 0.04
H -1.46004 3.30652 2.39871 0.05
H -1.41101 1.59556 1.98533 0.03
H -2.55876 2.68636 1.16100 0.04
H 0.49769 4.56993 2.72111 0.11
H 2.56119 4.88533 3.98731 0.12
H 4.64908 3.77178 3.27422 0.12
H 4.67487 2.36296 1.27763 0.11
H 4.51765 0.21586 0.04837 0.05
H 3.70834 -0.60218 -1.28171 0.04
H 3.00318 -0.63207 0.35907 0.04
H 4.52560 2.85371 -1.60276 0.06
H 3.03161 3.44621 -2.31583 0.04
H 3.77699 1.93858 -2.90356 -0.01
Se 1.62755 0.86956 -4.42869 1.25
N 0.13882 0.96630 -3.38483 -0.42
C -0.81242 0.21608 -3.95424 -0.34
C -2.16278 0.08748 -3.51628 -0.03
C -2.98678 -0.72031 -4.22769 -0.02
C -2.54866 -1.44869 -5.39426 -0.03
C -1.29165 -1.32204 -5.86235 0.02
C -0.38306 -0.46029 -5.15331 -0.35
N 0.85839 -0.23574 -5.54338 -0.18
H -2.53011 0.67373 -2.68311 0.10
H -4.02648 -0.80258 -3.93499 0.12
H -3.25774 -2.08097 -5.91121 0.12
H -0.94825 -1.82845 -6.75465 0.14
C -2.56854 -0.13994 0.13787 0.00
C -1.37704 -0.94903 -0.21966 -0.29
N -0.20980 -0.50174 -0.74120 -0.10
C 0.59959 -1.62305 -0.98752 -0.08
C -0.08126 -2.71622 -0.61253 0.02
N -1.30861 -2.26911 -0.13497 0.04
C -2.33484 -3.19226 0.43192 -0.04
N -1.75274 -4.02832 1.40611 -0.08
N -1.44347 -5.33076 1.05375 0.07
N -0.88950 -5.90078 2.04501 0.10
C -0.81005 -4.98298 3.09244 -0.21
C -0.28961 -5.14668 4.37856 0.01
C -0.33953 -4.05612 5.21598 -0.06
C -0.89195 -2.82790 4.79069 -0.06
C -1.40837 -2.65879 3.52319 -0.02
C -1.35356 -3.78025 2.68947 -0.18
H -2.41580 0.90109 -0.13352 0.04
H -2.76551 -0.17466 1.21092 0.10
H -3.45266 -0.50861 -0.38323 0.11
H 1.59005 -1.53929 -1.39606 0.10
H 0.17662 -3.76415 -0.61846 0.14
H -2.70106 -3.82683 -0.37100 0.15
H -3.14881 -2.59473 0.83332 0.14
H 0.12751 -6.09368 4.69361 0.13
H 0.04567 -4.13710 6.22343 0.11
H -0.91498 -1.99881 5.48631 0.11
H -1.84133 -1.71434 3.21442 0.10
```

Results
Charge: +2
LUMO (alpha / beta), eV: -7.5 / -7.7
2S+1: 2
HOMO (alpha / beta), eV: -13.58 / -13.58

=====

Record 4
ORCA calculation (the ωB97M-V functional and the def2-TZVPD basis) on C27H31NO7SV as an isolated structure at a distorted geometry.

Structure (XYZ):
```
68
Properties=species:S:1:pos:R:3:lowdin_charge:R:1
V -0.76699 0.34736 0.47378 0.66
C -1.09266 -2.87078 0.09690 -0.14
C 0.40739 -3.08664 -0.03253 -0.17
O 1.06198 -1.99733 0.56934 -0.16
C 2.38477 -1.80926 0.13259 -0.18
C 2.76191 -0.37227 0.43912 -0.16
O 1.87218 0.56990 -0.11498 -0.17
C 2.06247 0.92231 -1.47759 -0.13
C 1.41535 -0.04770 -2.47969 -0.16
O 0.29992 -0.61456 -1.84556 -0.19
C -0.57376 -1.36786 -2.63965 -0.17
C -1.83891 -1.53246 -1.79544 -0.14
O -1.55541 -1.62872 -0.40805 -0.24
H -1.34802 -2.86904 1.15585 0.13
H -1.62057 -3.69581 -0.39169 0.14
H 0.70231 -3.17637 -1.08326 0.11
H 0.67748 -4.02706 0.46629 0.14
H 2.46533 -2.00831 -0.94143 0.12
H 3.07782 -2.48390 0.65338 0.14
H 3.78942 -0.18434 0.10495 0.13
H 2.71029 -0.22412 1.52061 0.13
H 3.13164 1.01924 -1.69741 0.13
H 1.59203 1.89698 -1.58683 0.12
H 2.10864 -0.83697 -2.80477 0.12
H 1.11116 0.51969 -3.36649 0.14
H -0.12675 -2.33928 -2.89612 0.12
H -0.81987 -0.85109 -3.57412 0.14
H -2.41951 -2.39310 -2.14105 0.13
H -2.44155 -0.62791 -1.87974 0.13
S -3.03795 0.59445 1.16914 0.72
C -2.28298 -0.20493 2.49130 -0.72
C -2.84971 -0.47983 3.74026 -0.08
C -2.05456 -1.01972 4.73140 -0.07
C -0.70903 -1.28267 4.46414 -0.08
C -0.22072 -1.01660 3.20356 -0.12
N -0.98046 -0.50024 2.22283 -0.12
H -3.89108 -0.24530 3.90692 0.10
H -2.46970 -1.23047 5.70868 0.10
H -0.06128 -1.69419 5.22552 0.10
H 0.80878 -1.23171 2.94225 0.11
O 0.03775 1.96110 1.49086 -0.09
C -0.20618 3.26934 0.89673 -0.27
C -0.42558 2.99039 -0.64214 -0.60
O -0.26750 3.93069 -1.40605 0.07
O -0.74563 1.79286 -0.92320 -0.10
C 1.00420 4.16231 1.09034 -0.14
C 0.88183 5.54516 1.03137 -0.01
C 1.99900 6.35157 1.18378 -0.07
C 3.24868 5.78950 1.39538 -0.10
C 3.37945 4.40968 1.44322 -0.08
C 2.26329 3.60034 1.28919 -0.02
C -1.46369 3.85728 1.51479 -0.17
C -2.59236 4.16322 0.76826 -0.02
C -3.74813 4.60028 1.39916 -0.07
C -3.78927 4.72994 2.77777 -0.09
C -2.65545 4.45387 3.52903 -0.07
C -1.49693 4.03359 2.89749 -0.03
H -0.15312 2.02250 2.43573 0.11
H -0.09024 5.98738 0.85547 0.12
H 1.89279 7.42831 1.13866 0.10
H 4.11814 6.42302 1.51887 0.10
H 4.35250 3.95953 1.59821 0.10
H 2.36233 2.52519 1.30692 0.10
H -2.56519 4.05666 -0.30887 0.12
H -4.62663 4.82214 0.80694 0.11
H -4.70014 5.04924 3.26804 0.10
H -2.67189 4.57281 4.60515 0.10
H -0.60018 3.86376 3.48888 0.13
```

Results
Energy above the lowest of the compared OMol25 structures with the same formula, charge and spin, kcal per mole: 13.61
LUMO (alpha / beta), eV: 0.4 / 0.4
2S+1: 4
HOMO (alpha / beta), eV: -6.27 / -7.36